Record 1
Computed, not measured: a structure of composition Cl2H8MgO4 in a non-equilibrium geometry, with ωB97M-V/def2-TZVPD.

```
15
Properties=species:S:1:pos:R:3
Mg 0.148 0.061 0.086
Cl -0.908 -0.999 -2.023
Cl 1.063 1.267 1.914
O 0.248 1.822 -1.045
H 0.892 2.407 -1.443
H -0.579 2.302 -1.101
O 1.844 -0.673 -0.489
H 1.808 -1.526 -0.923
H 2.596 -0.234 -0.888
O -1.778 0.483 0.561
H -2.461 -0.047 0.151
H -2.253 1.187 1.003
O -0.169 -1.716 1.152
H -0.945 -1.967 1.654
H 0.492 -2.365 1.392
```

Summary:
* 2S+1: 2
* E_tot: -38814.76114 eV
* charge: -1
* orbital gap (spin up / spin down): 2.330 / 8.153 eV

***

Record 2
Computed, not measured: a structure of composition Cl2HNO2S in a non-equilibrium geometry, with ωB97M-V/def2-TZVPD.

```
7
Properties=species:S:1:pos:R:3
N 1.104 -0.154 0.352
O -1.008 -0.744 1.471
O -0.710 -1.313 -0.925
S -0.319 -0.685 0.245
Cl 2.041 -0.292 -1.010
Cl -1.097 1.688 -0.463
H -0.011 1.501 0.330
```

Summary:
* 2S+1: 1
* E_tot: -41477.98777 eV
* orbital gap: 10.115 eV
* energy above the lowest of the compared OMol25 structures with the same formula, charge and spin: 1.4234 eV

***

Record 3
Computed, not measured: a cluster of 2 separate species, Cl2HNS in total in a non-equilibrium geometry, with ωB97M-V/def2-TZVPD.

```
5
Properties=species:S:1:pos:R:3
N -4.461 1.476 -0.886
S -4.843 0.874 0.313
Cl 0.673 -0.763 -0.457
Cl -4.898 -1.248 0.094
H -0.401 -0.078 -0.656
```

Summary:
* 2S+1: 1
* E_tot: -37384.86178 eV
* orbital gap: 9.264 eV
* energy above the lowest of the compared OMol25 structures with the same formula, charge and spin: 0.2964 eV